Here is a 6-piece molecular cluster, C28H60B3ClNO15P overall at a distorted geometry from the Open Molecules 2025 dataset. Energies are from ωB97M-V/def2-TZVPD.

Total charge   0
SMILES string   CC[C@H](Cl)B1OB(CCC(C)C)OB(P(=N)(O)O)O1.CCOC(C)=O.CCOC(C)=O.CCOC(C)=O.CCOC(C)=O.CCOC(C)=O
Strongest force on any atom   0.0206 hartree/bohr
HOMO energy   -9.16 eV
Electronic energy   -3162.70211 hartree

Atoms and positions in Å:
C -4.55268 -1.48077 4.97898
C -4.72655 -0.00006 4.63447
C -5.91938 0.32302 3.74494
Cl -7.42050 -0.44975 4.39503
B -5.81585 -0.19118 2.25524
O -4.67840 -0.81830 1.78370
B -4.77015 -1.61874 0.64099
C -3.84012 -2.84384 0.39700
C -3.37320 -3.52497 1.69491
C -3.02440 -5.00792 1.52888
C -4.29213 -5.83515 1.31012
C -2.29884 -5.52282 2.78155
O -5.81210 -1.30588 -0.23451
B -6.97286 -0.98914 0.43844
P -8.61300 -2.00537 0.18102
N -9.86953 -1.21686 0.58456
O -8.33359 -3.38287 1.00458
O -8.56342 -2.58045 -1.32151
O -6.89518 -0.00524 1.39612
H -5.12448 -1.74089 5.86704
H -4.87919 -2.13213 4.16747
H -3.50365 -1.70002 5.17890
H -4.85712 0.54700 5.57141
H -3.82259 0.39752 4.16614
H -6.10437 1.39855 3.74919
H -2.98083 -2.57277 -0.22572
H -4.43163 -3.54545 -0.19803
H -2.51585 -2.98335 2.09952
H -4.17309 -3.46623 2.44195
H -2.37129 -5.14267 0.66101
H -4.04010 -6.88427 1.14423
H -4.88022 -5.49896 0.45551
H -4.91685 -5.80008 2.20654
H -3.01888 -5.93718 3.49045
H -1.79138 -4.70754 3.30122
H -1.56223 -6.28935 2.54262
H -10.57791 -1.16083 -0.13759
H -7.86130 -3.24096 1.83741
H -8.46505 -3.54635 -1.34759
C -4.32073 2.07186 -0.12895
C -3.90166 3.49636 -0.41796
O -2.54679 3.57211 -0.88133
C -2.20424 3.41777 -2.17718
C -3.22425 2.91943 -3.17104
O -1.06169 3.62689 -2.48531
H -4.31256 1.45747 -1.03017
H -5.33076 2.05148 0.28344
H -3.63733 1.61743 0.58953
H -4.57625 3.98856 -1.11858
H -3.90713 4.08761 0.49612
H -3.15700 1.83193 -3.21164
H -2.95931 3.31578 -4.14713
H -4.24915 3.19773 -2.94408
C 2.23504 3.47545 -2.11216
C 1.74332 3.17397 -0.71552
O 2.51944 2.13323 -0.08604
C 3.65456 2.37688 0.58041
C 4.31035 3.73458 0.48089
O 4.16154 1.47789 1.20451
H 3.25540 3.86174 -2.11221
H 1.58204 4.20953 -2.58123
H 2.22463 2.56828 -2.71593
H 1.71420 4.06127 -0.08233
H 0.73095 2.78077 -0.75523
H 5.02146 3.71073 -0.34568
H 4.85903 3.90915 1.40298
H 3.61937 4.55726 0.32180
C 2.09874 1.79060 4.07898
C 1.52086 3.12146 3.64812
O 0.92405 3.83926 4.73426
C 1.63296 4.64180 5.55828
C 3.14370 4.60907 5.51288
O 1.03623 5.32075 6.34641
H 2.91237 1.91906 4.79315
H 2.48693 1.25275 3.21353
H 1.32579 1.18744 4.55577
H 2.26453 3.74153 3.14314
H 0.70615 2.96432 2.94225
H 3.49046 3.86868 6.23392
H 3.50553 5.58585 5.82155
H 3.56289 4.36855 4.54008
C 7.19315 -3.20482 -0.69012
C 8.09825 -2.00606 -0.87673
O 7.74277 -1.23262 -2.03000
C 6.79517 -0.27008 -1.99445
C 5.89662 -0.14035 -0.79160
O 6.66080 0.42293 -2.96823
H 6.16325 -2.90381 -0.49919
H 7.53548 -3.80543 0.15314
H 7.20288 -3.82548 -1.58600
H 8.12828 -1.37567 0.01215
H 9.11926 -2.32863 -1.07427
H 5.00451 -0.74523 -0.95382
H 5.59356 0.89682 -0.70882
H 6.35092 -0.43443 0.14967
C 6.48049 0.28882 -6.14966
C 5.73001 -1.02099 -6.10161
O 4.55909 -1.02280 -6.93367
C 4.59592 -1.32502 -8.24602
C 5.92976 -1.42798 -8.95075
O 3.55785 -1.45058 -8.83662
H 6.87242 0.49947 -7.14601
H 7.30667 0.26136 -5.44171
H 5.82019 1.10834 -5.86787
H 6.37016 -1.86978 -6.34601
H 5.34712 -1.18957 -5.09674
H 6.17743 -0.44665 -9.35563
H 5.81530 -2.12321 -9.77776
H 6.74894 -1.76053 -8.32017